Entry 1:
This record from the Open Molecules 2025 dataset describes C17H28NO5PtSi2Te as an isolated structure. The level of theory is ωB97M-V/def2-TZVPD.

Structure (XYZ):
```
55
Properties=species:S:1:pos:R:3:forces:R:3:nbo_charge:R:1
Pt 3.275832 -0.424990 -0.595503 -0.064 -0.048 -0.011 0.736
O 1.208763 0.602473 2.776128 -0.048 -0.017 0.007 -0.657
C 1.841065 0.481950 1.738534 0.098 0.040 -0.004 0.751
O 2.058214 -0.626950 1.103103 0.016 0.006 0.011 -0.721
C 2.443007 1.743352 1.109647 -0.050 -0.023 -0.002 0.113
C 2.314879 3.051705 1.541103 0.005 0.007 -0.020 -0.205
C 2.947548 4.043484 0.794222 -0.023 0.005 0.038 -0.180
C 3.688398 3.730611 -0.342783 0.030 -0.009 -0.036 -0.205
C 3.774073 2.399552 -0.711509 -0.016 -0.008 0.023 0.103
N 3.152741 1.494731 0.024567 0.017 0.002 0.006 -0.454
C 4.523386 1.797921 -1.908304 -0.006 0.024 0.016 0.747
O 5.141919 2.549984 -2.640284 0.004 -0.001 -0.009 -0.644
O 4.433635 0.509875 -2.035356 -0.006 -0.022 -0.010 -0.713
H 1.734544 3.269949 2.426225 0.001 0.003 0.002 0.239
H 2.860810 5.077766 1.103526 0.001 -0.001 0.001 0.212
H 4.189145 4.482793 -0.935750 -0.005 0.002 0.000 0.239
C -2.500284 -3.619771 0.239545 0.008 -0.003 -0.004 -1.121
Si -1.393457 -2.852822 1.551381 -0.024 0.004 0.019 1.658
C -2.203410 -3.143486 3.229725 0.002 -0.002 -0.007 -1.109
C 0.301902 -3.614968 1.535170 0.025 0.025 -0.014 -1.139
C -1.286196 -1.002991 1.287247 0.027 -0.001 -0.029 -1.157
Te -0.576702 -0.463738 -0.667664 0.020 -0.002 0.046 0.504
C -2.570791 -0.044024 -1.387466 0.012 0.035 -0.043 -1.181
Si -3.071972 1.731110 -1.085720 -0.017 -0.006 0.006 1.652
C -4.849701 1.989225 -1.656266 -0.002 0.003 0.001 -1.112
C -2.964968 2.186059 0.729024 0.004 -0.006 0.000 -1.125
C -1.958668 2.865221 -2.078271 0.012 -0.008 0.000 -1.121
H -2.585912 -4.699106 0.389300 -0.001 0.002 0.001 0.228
H -2.087832 -3.449731 -0.757198 -0.001 0.002 -0.002 0.246
H -3.508372 -3.196898 0.270656 0.002 0.000 0.002 0.221
H -2.287580 -4.211741 3.446584 0.000 0.002 0.001 0.225
H -3.207481 -2.712924 3.267625 0.002 0.000 -0.001 0.222
H -1.611482 -2.685442 4.025614 0.000 0.001 -0.003 0.235
H 0.249957 -4.695449 1.695055 -0.006 -0.003 0.005 0.222
H 0.913309 -3.175632 2.327393 -0.005 -0.007 -0.001 0.247
H 0.829125 -3.430171 0.595879 0.000 -0.003 -0.003 0.290
H -0.604780 -0.547075 2.007731 -0.003 -0.001 -0.005 0.279
H -2.257209 -0.514742 1.387851 -0.013 0.011 0.011 0.230
H -3.238369 -0.771719 -0.921886 0.008 -0.005 0.002 0.240
H -2.565009 -0.257324 -2.459515 -0.017 -0.005 0.003 0.241
H -5.536511 1.346938 -1.099489 0.001 0.000 -0.002 0.229
H -4.960219 1.753894 -2.717621 0.001 -0.002 0.002 0.229
H -5.167419 3.024722 -1.508788 0.002 -0.002 0.000 0.227
H -3.657344 1.597661 1.335832 0.000 -0.002 -0.001 0.230
H -3.216385 3.241086 0.867235 0.000 -0.002 -0.002 0.229
H -1.956118 2.023726 1.114660 0.002 -0.005 0.003 0.254
H -2.015083 2.639419 -3.146062 0.000 0.000 0.001 0.231
H -0.919038 2.750729 -1.764908 0.002 0.003 -0.004 0.251
H -2.242353 3.911683 -1.941438 -0.004 -0.002 0.003 0.228
C 4.564013 -2.625717 -2.170482 -0.002 -0.010 0.001 -0.738
C 3.389704 -2.297866 -1.255023 0.022 0.035 -0.010 0.362
O 2.584825 -3.171063 -0.988374 -0.016 -0.005 0.015 -0.623
H 4.482330 -3.648316 -2.542321 0.005 0.002 -0.004 0.202
H 5.493755 -2.502831 -1.609284 0.000 0.001 -0.002 0.219
H 4.603778 -1.910141 -2.993293 -0.002 0.001 0.002 0.234
```
Forces are in eV/Å.

Energy above the lowest of the compared OMol25 structures with the same formula, charge and spin, kJ/mol: 36.2
2S+1: 1
E_LUMO, eV: 2.37
HOMO level, eV: -4.8
Net charge: -1

---

Entry 2:
This record from the Open Molecules 2025 dataset describes C3H2BaO2 as an isolated structure. The level of theory is ωB97M-V/def2-TZVPD.

Structure (XYZ):
```
8
Properties=species:S:1:pos:R:3:forces:R:3:nbo_charge:R:1
O 0.085007 0.832853 -0.743410 0.152 0.534 -0.100 -0.393
O 0.470224 -0.666521 0.697727 0.129 0.038 0.800 -0.400
C -1.137310 0.304863 -0.396445 -0.637 -1.799 -0.987 0.051
C -0.890412 -0.665551 0.490658 -0.502 0.474 0.363 0.070
C 1.015293 0.271253 -0.023728 1.033 0.054 -0.347 0.181
H -1.503193 -1.287166 1.133345 0.179 -0.079 -0.418 0.275
Ba 3.906342 0.872562 -0.026865 -0.464 -0.083 -0.009 1.939
H -1.945951 0.337708 -1.131284 0.110 0.861 0.698 0.276
```
Forces are in eV/Å.

2S+1: 1
E_LUMO, eV: -8.89
HOMO level, eV: -17.5
Net charge: +2

---

Entry 3:
This record from the Open Molecules 2025 dataset describes C39H54IrN8O3PSSbSe4 as an isolated structure. The level of theory is ωB97M-V/def2-TZVPD.

Structure (XYZ):
```
112
Properties=species:S:1:pos:R:3:forces:R:3:lowdin_spin:R:1
Ir -0.002661 0.402040 1.950676 0.179 -0.614 0.229 0.056
Se 1.221341 8.185900 1.302177 -0.051 -0.059 -0.081 -0.007
Sb 0.397167 6.408180 -0.140949 0.174 0.211 0.129 -0.003
Se 1.230895 4.115010 1.607940 -0.075 -0.030 0.063 0.422
Se -0.621062 2.834231 1.851523 -0.001 0.314 0.078 0.448
Se 2.008948 6.060267 -1.965320 0.110 0.047 0.080 0.049
O 0.510076 -0.037734 3.936472 0.146 0.041 0.046 0.002
N -0.501595 -0.808997 3.378687 -0.101 0.173 0.003 -0.002
C -1.739954 -1.109921 4.013096 0.137 -0.025 0.190 0.000
C -2.001588 -2.447154 4.313136 -0.144 0.015 0.076 0.000
N -2.241813 -3.562673 4.542892 0.044 -0.025 -0.057 0.000
C -2.722554 -0.122867 4.164017 0.001 -0.022 -0.183 0.000
N -3.576437 0.655369 4.258856 -0.034 0.006 0.050 0.000
O -1.772463 -0.073757 0.765845 0.300 0.510 -0.433 0.004
P -2.582442 -0.575626 -0.372844 0.012 -0.307 0.201 0.000
N -1.642941 -1.471095 -1.389192 -0.082 0.133 -0.112 0.000
C -2.140623 -2.065125 -2.621459 0.044 -0.017 0.002 0.000
C -0.966252 -2.945331 -3.031165 -0.012 -0.022 0.032 0.000
C 0.246114 -2.061324 -2.710399 -0.019 0.030 -0.020 0.000
C -0.208138 -1.156158 -1.546697 0.003 0.040 0.067 0.000
N -3.388486 0.662664 -1.083064 -0.053 -0.018 0.063 0.000
C -3.477200 1.991271 -0.426723 0.032 -0.004 0.010 0.004
C -4.554859 2.705868 -1.233986 0.018 0.048 -0.010 0.000
C -5.468474 1.574629 -1.699637 -0.015 -0.001 -0.006 0.000
C -4.470558 0.474636 -2.052390 0.045 0.006 -0.051 0.000
N -3.753425 -1.663418 0.067208 0.045 -0.004 -0.008 0.000
C -3.332880 -2.990086 0.564654 -0.019 -0.009 -0.011 0.000
C -4.535052 -3.482139 1.357892 0.018 -0.005 0.007 0.000
C -5.069243 -2.200403 1.993561 -0.021 0.006 0.000 0.000
C -4.834415 -1.124338 0.930282 -0.014 0.006 0.013 0.000
H -2.335992 -1.304355 -3.391949 -0.012 -0.009 -0.005 0.000
H -3.064428 -2.616297 -2.439934 0.001 -0.006 0.014 0.000
H -1.008777 -3.257822 -4.075483 0.011 0.012 -0.006 0.000
H -0.959205 -3.835826 -2.398665 -0.006 -0.001 -0.013 0.000
H 0.504775 -1.451873 -3.579797 0.001 -0.010 0.012 0.000
H 1.125685 -2.650822 -2.450253 0.014 0.012 0.009 0.000
H -0.053669 -0.097716 -1.772023 0.021 0.056 -0.018 0.000
H 0.309246 -1.366138 -0.610036 -0.026 0.009 -0.025 0.000
H -2.521683 2.506122 -0.461700 0.039 0.013 -0.011 0.007
H -3.767930 1.884489 0.621977 -0.003 -0.005 -0.001 0.000
H -4.102024 3.198519 -2.097425 0.035 0.002 -0.021 0.000
H -5.063558 3.465541 -0.642030 -0.014 -0.008 0.000 0.000
H -6.104784 1.843928 -2.544146 -0.002 0.003 0.007 0.000
H -6.108074 1.245729 -0.876611 0.003 -0.006 0.004 0.000
H -4.100620 0.613024 -3.075719 0.000 0.004 0.010 0.000
H -4.892380 -0.530200 -1.978662 -0.007 -0.006 0.015 0.000
H -2.465939 -2.915650 1.227231 0.012 0.010 0.007 0.000
H -3.067272 -3.643183 -0.268087 0.010 -0.006 0.006 0.000
H -4.240748 -4.222288 2.101375 -0.023 -0.017 -0.006 0.000
H -5.278735 -3.924619 0.688224 0.002 0.013 -0.014 0.000
H -4.500447 -1.963659 2.893172 0.030 0.007 -0.021 0.000
H -6.121581 -2.269037 2.270612 0.010 0.006 0.031 0.000
H -4.541585 -0.182041 1.399245 -0.017 0.000 0.003 0.000
H -5.731205 -0.945868 0.327901 0.001 -0.017 -0.010 0.000
C 1.429409 -2.847271 4.132668 -0.063 -0.077 -0.027 0.000
C 1.274613 -2.558007 2.633094 0.119 0.065 -0.060 -0.001
C 2.591416 -1.943199 2.136535 0.014 0.058 0.057 0.000
C 0.088716 -1.615649 2.337224 -0.206 0.024 0.024 -0.002
C 0.958841 -3.835018 1.849548 0.052 0.047 -0.095 0.000
C 1.208296 -3.890491 0.476236 0.046 -0.021 0.014 0.000
C 0.861067 -4.999829 -0.279980 -0.007 -0.021 0.000 0.000
C 0.243275 -6.088033 0.320683 -0.003 0.007 -0.011 0.000
C -0.021810 -6.044004 1.680858 -0.007 0.013 0.014 0.000
C 0.330286 -4.931867 2.435240 -0.054 0.012 -0.007 0.000
H 1.715834 -1.934217 4.647995 0.015 0.011 -0.008 0.000
H 2.200292 -3.608478 4.286434 0.002 0.003 -0.005 0.000
H 0.502377 -3.199171 4.583365 -0.001 -0.010 0.007 0.000
H 2.873982 -1.132766 2.811130 -0.023 0.029 -0.026 0.000
H 2.491075 -1.510562 1.141196 0.012 -0.015 0.003 0.000
H 3.392995 -2.687396 2.126317 0.008 -0.003 0.019 0.000
H -0.713854 -2.116951 1.803957 -0.031 -0.091 0.087 0.000
H 1.680240 -3.049265 -0.015022 0.009 -0.022 0.011 0.000
H 1.071680 -5.010823 -1.343554 0.001 -0.003 -0.001 0.000
H -0.035566 -6.954797 -0.266474 0.001 -0.002 0.000 0.000
H -0.522944 -6.873904 2.164446 0.005 -0.005 0.001 0.000
H 0.071602 -4.912233 3.484257 -0.001 0.006 0.013 0.000
C -1.156818 5.365378 -3.574003 -0.072 -0.031 -0.065 0.000
N -0.435100 4.252964 -4.155442 -0.045 -0.093 0.041 0.000
C -0.069759 4.111986 -5.479368 0.036 0.061 0.024 0.000
C 0.623686 2.964058 -5.595075 0.046 -0.011 0.015 0.000
N 0.669029 2.410690 -4.328059 -0.055 -0.034 0.001 0.000
C 0.008830 3.193598 -3.422201 0.139 0.149 -0.093 0.000
S -0.166734 2.926734 -1.793117 -0.355 -0.283 -0.022 0.008
H -1.179710 6.177152 -4.298138 0.004 0.008 0.001 0.000
H -0.622393 5.696642 -2.685628 -0.014 -0.009 -0.076 0.000
H -2.171257 5.062657 -3.312771 -0.046 -0.025 0.021 0.000
H -0.306679 4.858691 -6.215377 -0.009 0.004 0.007 0.000
H 1.100602 2.515379 -6.446462 -0.002 -0.007 -0.004 0.000
H 1.138857 1.571563 -4.042894 0.020 -0.001 0.025 0.000
C 8.030705 2.759922 -0.472002 0.003 0.003 -0.004 0.000
C 6.653700 2.394432 0.010974 -0.021 -0.003 -0.001 0.000
C 6.381318 2.261833 1.365042 -0.020 -0.018 -0.007 0.000
C 5.106561 1.950458 1.819302 0.010 -0.032 0.033 0.000
C 4.872377 1.853428 3.307567 -0.001 0.000 -0.017 0.000
C 4.079985 1.749672 0.882838 -0.056 0.037 0.021 0.001
C 2.737191 1.445607 1.394230 0.013 0.504 0.264 0.003
O 1.795608 1.074395 0.712262 -0.365 -0.621 -0.384 0.008
C 4.332168 1.884304 -0.494262 0.014 0.009 -0.076 0.000
C 3.255145 1.754100 -1.530027 -0.019 -0.051 0.046 0.000
C 5.621117 2.202909 -0.898013 0.013 -0.005 -0.002 0.000
H 8.730792 2.847617 0.358659 0.002 -0.001 0.004 0.000
H 8.011957 3.713881 -1.002337 -0.007 0.002 0.005 0.000
H 8.414775 2.008270 -1.164748 0.002 -0.002 -0.003 0.000
H 7.175650 2.416616 2.087536 0.001 0.005 0.003 0.000
H 5.820122 1.945003 3.837600 0.001 0.011 -0.002 0.000
H 4.417665 0.904968 3.595185 -0.001 -0.011 -0.002 0.000
H 4.212898 2.650208 3.657062 -0.027 0.013 -0.023 0.000
H 2.580730 1.567972 2.472912 0.079 -0.124 -0.010 0.000
H 2.791743 0.765898 -1.500974 0.026 -0.002 -0.028 0.000
H 3.674315 1.939388 -2.519415 -0.002 0.027 -0.029 0.000
H 2.443469 2.464820 -1.351519 0.081 0.032 -0.006 0.001
H 5.817085 2.328832 -1.957753 -0.006 0.012 0.001 0.000
```
Forces are in eV/Å.

Energy above the lowest of the compared OMol25 structures with the same formula, charge and spin, kJ/mol: 66.3
2S+1: 2
E_LUMO (spin up / spin down), eV: 3.57 / 3.56
HOMO level (spin up / spin down), eV: -1.3 / -1.3
Net charge: -2

---

no.,strongest force on any atom (eV Å⁻¹)
1,0.11
2,2.15
3,0.82